No. 1
Entry from the Open Molecules 2025 dataset: C37H40N8O3Sn as an isolated structure (ωB97M-V with the def2-TZVPD basis set).

```
! wB97M-V def2-TZVPD RIJCOSX def2/J DEFGRID3
* xyz 0 1
H 0.305 0.696 -5.691
H 0.905 6.379 2.906
C 2.541 1.867 -0.787
H -5.375 -3.845 1.269
C 2.802 3.344 -4.276
H 3.245 -1.488 2.008
H 1.669 4.796 1.234
C 0.536 3.120 1.955
N 2.623 0.094 0.830
C 0.174 0.266 -4.700
C 2.396 3.135 -2.847
H -2.590 -0.969 4.420
H 5.120 0.894 -1.020
C -2.100 -6.177 0.967
H 2.390 2.560 -4.913
C -1.841 -0.344 3.983
C -0.628 -0.732 3.438
H 3.625 1.414 -2.563
C 1.807 -2.607 -1.861
N -2.027 -2.012 0.597
H -0.716 6.950 4.676
H -0.019 5.893 5.901
H -4.192 -5.961 1.352
H -0.466 -2.849 -3.308
H 1.091 0.374 -4.123
H 1.251 -4.116 0.409
C -1.865 1.027 3.831
H 5.612 -1.205 0.620
C -4.445 -3.324 1.085
C 4.705 -0.642 0.532
H 0.978 -4.863 -3.209
H 3.887 3.318 -4.380
C -2.047 -3.370 0.649
H 2.105 -2.688 -2.904
N -0.876 0.974 -4.009
C -0.926 -5.509 0.605
H -2.626 1.734 4.089
Sn 0.098 0.096 0.536
C 2.917 2.091 -2.105
H -0.842 -1.935 -1.831
C -0.873 -4.147 0.417
C -0.633 -2.926 -2.234
C -3.145 -1.349 0.774
O -2.103 0.807 0.531
H -1.994 1.660 -1.083
O 0.039 0.595 -1.991
C 3.510 -0.798 1.232
C -3.255 -4.069 0.949
C 0.868 -4.913 -2.127
C 1.452 3.953 -2.235
C 1.521 2.642 -0.187
C -0.891 1.066 -2.656
H -0.018 -6.080 0.473
N -0.721 1.392 3.234
N 0.950 2.243 1.002
N 3.204 0.832 -0.104
C -0.713 5.931 5.058
N 0.041 0.328 2.988
H 2.661 -2.870 -1.243
H -2.072 -7.245 1.124
C -4.395 -1.969 0.968
H 0.034 -5.576 -1.912
N -1.915 1.723 -2.097
C 0.610 -3.512 -1.563
C 0.970 4.463 1.989
H -5.258 -1.329 1.051
H -1.710 5.695 5.429
O -4.241 0.720 1.045
H -2.734 1.973 -2.619
C 1.018 3.704 -0.953
C -3.179 0.179 0.794
C 0.425 -3.548 -0.027
C -0.281 2.720 3.043
H 0.228 4.310 -0.533
C 4.468 0.420 -0.316
C 0.554 5.357 2.947
H 1.545 -1.568 -1.665
C -0.289 4.967 3.985
H 0.494 -2.522 0.344
H -1.249 3.282 4.860
H -0.053 -0.800 -4.794
H -1.688 1.246 -4.537
C -0.661 3.634 4.023
H -0.201 -1.714 3.354
C -3.259 -5.469 1.110
H 1.029 4.777 -2.794
H -1.505 -3.554 -2.058
H 1.783 -5.343 -1.724
H 2.432 4.301 -4.637
*
```

- Kohn-Sham gap: 6.70 eV
- E_LUMO: 0.164 eV
- Total energy: -62915.696 eV
- Energy above the lowest of the compared OMol25 structures with the same formula, charge and spin: 0.0 kcal per mole
- Highest occupied orbital energy: -6.54 eV

=====

No. 2
Entry from the Open Molecules 2025 dataset: a 8-piece molecular cluster, C31H47NO13 overall (ωB97M-V with the def2-TZVPD basis set).

```
! wB97M-V def2-TZVPD RIJCOSX def2/J DEFGRID3
* xyz 0 1
H 4.738 -0.357 0.902
H -6.260 1.406 2.864
H 0.715 3.022 4.809
H 2.336 -1.071 -4.047
C -4.284 1.353 3.808
H -0.432 1.398 1.782
O 4.310 0.537 -5.669
H 2.681 -6.047 0.028
H -0.642 2.561 -2.926
C -0.432 4.738 5.324
C 0.691 4.079 4.543
C -1.277 2.437 -3.791
O 2.392 -2.384 -1.588
H -2.456 4.326 -3.977
C 3.054 0.875 -6.139
C 2.238 -3.603 -1.448
C -1.926 -3.879 1.459
C -1.776 -2.625 0.624
H 0.855 -0.233 -1.140
H 3.375 -6.573 -1.520
C -2.195 3.333 -4.311
H -1.635 2.225 0.944
H -1.510 -4.714 0.895
H 0.391 -4.021 -2.386
O 0.828 -2.077 2.805
H -2.682 -2.050 0.816
C 0.240 4.175 3.103
H -0.592 -4.476 3.078
H -0.941 0.331 -4.157
H 0.072 0.744 -2.404
O -1.590 4.418 4.517
H -3.928 1.429 0.866
H 4.060 -1.888 1.333
O -2.049 3.975 2.406
H 4.476 -0.085 3.408
C -0.136 -2.474 2.240
H -4.743 1.182 4.782
N -1.453 1.178 -4.358
C -0.968 1.370 0.834
H 2.746 0.239 -2.943
C -2.417 1.251 -5.330
H -2.972 -4.029 1.724
H 0.460 -4.209 -0.518
H -0.327 5.821 5.382
C -4.617 0.824 1.456
O 2.454 1.695 3.272
H 2.985 -0.288 -0.338
O -0.542 -2.024 1.089
C -1.267 4.126 3.267
C 3.911 -0.814 1.447
C 2.127 0.975 -4.926
H -1.796 -2.780 -0.454
C 1.373 -5.791 -1.636
H 2.043 -1.283 0.802
C 0.012 0.421 -1.364
H 0.664 -6.458 -1.145
H -1.685 -3.242 3.527
H 1.626 4.582 4.792
C 2.751 0.831 2.513
C -2.940 2.558 -5.198
H 2.970 1.886 -6.536
H -5.419 0.366 0.877
H -3.844 2.864 -5.703
C 2.701 -0.419 0.706
C -0.152 1.626 -0.393
C 4.213 -0.064 -4.490
C -5.233 1.682 2.625
O 0.271 2.758 -0.628
C -3.697 -0.001 3.390
H -1.559 0.463 0.704
O 5.144 -0.642 -3.902
O 2.251 0.783 1.282
H -0.844 -0.235 -1.207
H 1.123 0.695 -5.245
H -0.573 4.229 6.277
H 3.063 -1.137 3.309
C 3.612 -0.347 2.797
H -5.162 2.745 2.395
C -1.078 -3.582 2.688
O 3.315 -4.494 -1.304
C 0.923 -4.351 -1.494
H 1.559 -6.040 -2.681
C 2.790 -0.083 -3.983
H 2.076 1.991 -4.534
H 0.556 5.100 2.621
H -2.650 0.373 -5.914
H 0.521 3.374 2.420
H -3.529 2.127 3.949
H 2.647 0.137 -6.830
O -2.966 -0.686 4.025
C 2.772 -5.808 -1.031
O -3.937 -0.252 2.082
*
```

- SMILES string: c1cc[nH]c1.O=C1CCCO1.O=C1CCCO1.O=C1CCCO1.O=C1CCCO1.O=C1CCCO1.O=C1CCCO1.CC(C)=O
- Kohn-Sham gap: 8.20 eV
- E_LUMO: 0.124 eV
- Total energy: -61016.315 eV
- Energy above the lowest of the compared OMol25 structures with the same formula, charge and spin: 3.5 kcal per mole
- Highest occupied orbital energy: -8.07 eV